ORCA calculation (ωB97M-V/def2-TZVPD) on 2 unconnected molecules or ions with the total composition C4H10N in a non-equilibrium geometry.

Atoms and positions in Å:
N  2.16  1.67  0.22
C  1.07  1.87  -0.37
C  -2.65  -1.61  0.08
C  -2.93  -1.66  -1.23
C  2.38  0.33  0.97
H  0.28  1.14  -0.30
H  3.50  -0.01  1.11
H  2.71  2.42  0.64
H  1.98  -0.39  0.24
H  -3.90  -1.97  -1.55
H  -2.17  -1.40  -1.95
H  -3.35  -1.78  0.86
H  0.74  2.76  -0.95
H  1.77  0.25  1.89
H  -1.59  -1.61  0.33

HOMO level   -12.612 eV
ΔE to the lowest compared entry with this formula, charge and spin   308.3 kJ/mol
Orbital gap   0.25123 Eh
Total charge   +1

Calculated atomic charges, method natural (NBO), unit e:
1. N -0.40
2. C 0.16
3. C -0.40
4. C -0.36
5. C -0.46
6. H 0.22
7. H 0.28
8. H 0.46
9. H 0.23
10. H 0.21
11. H 0.19
12. H 0.21
13. H 0.25
14. H 0.26
15. H 0.17